17
Properties=species:S:1:pos:R:3:forces:R:3 method="wB97M-V/def2-TZVPD" smiles="CC(N)=O.CC" fmax_ev_per_a=2.08 e_above_lowest_kcal_mol=6.7
C -0.1520 -1.5831 0.6265 -0.7 -0.4 1.9
C 0.5158 -0.8213 1.7620 0.9 0.2 -0.5
O -0.0775 -0.1114 2.5424 -0.4 0.0 0.0
N 1.8591 -1.0225 1.8770 0.2 -0.1 -0.2
H -0.2034 -2.6028 1.0280 0.1 -0.1 -0.5
H 0.2620 -1.5625 -0.3697 0.2 0.2 0.0
H 2.3821 -0.4321 2.4994 0.0 0.0 0.1
H 2.3646 -1.5464 1.1851 0.0 0.1 0.0
H -1.1632 -1.2209 0.7216 -0.4 0.1 -0.8
C -1.1350 1.2162 -2.0962 0.0 0.1 -0.7
C -0.2870 1.5485 -0.8878 -0.3 -0.2 0.6
H -0.6796 1.4490 -3.0599 0.3 0.1 0.1
H -2.0868 1.7470 -2.0941 -0.1 -0.1 0.1
H -1.3132 0.1445 -2.1131 -0.4 -0.1 0.0
H 0.3364 0.6969 -0.6326 0.4 0.1 0.0
H -0.9589 1.6649 -0.0333 0.2 0.1 0.1
H 0.3366 2.4358 -0.9555 -0.1 0.1 -0.2